12
Properties=species:S:1:pos:R:3 method="wB97M-V/def2-TZVPD" homo_ev=-9.906 charge=0 gap_ev=10.788 smiles="C#C[C@@H](C)C=O"
C 0.22387 0.43735 0.10002
H -1.20771 0.49045 1.72828
H -2.21015 0.16236 -2.72665
H 0.44690 0.03533 2.21124
H 1.84313 -0.09748 -1.34382
H -0.57739 -1.13037 1.36336
C -0.74521 0.34293 -0.99915
O 2.12547 -1.00846 0.43699
C -0.31652 -0.07112 1.43667
C 1.50590 -0.28919 -0.30447
C -1.51779 0.24441 -1.91751
H 0.50959 1.49716 0.19875


12
Properties=species:S:1:pos:R:3 method="wB97M-V/def2-TZVPD" homo_ev=-10.097 charge=0 gap_ev=10.708 smiles="CCC#CC=O"
H 2.57929 -0.08315 0.47749
H 1.78763 0.67745 -0.92544
H 0.88635 1.63245 1.28674
C 1.63114 0.04670 -0.04794
C -1.63739 0.57285 -0.56110
C -0.67425 0.78469 0.15197
O -1.57026 -1.59544 -1.47694
H 0.37778 0.00318 1.72712
H 1.29148 -0.92923 -0.40690
C -2.16521 -0.76803 -0.82774
H -3.08462 -1.01083 -0.27368
C 0.57806 0.66936 0.87642


12
Properties=species:S:1:pos:R:3 method="wB97M-V/def2-TZVPD" homo_ev="-8.749 / -8.546" charge=0 gap_ev="7.612 / 7.811"
C -0.46770 0.27917 -0.08245
C -1.86805 -0.23108 0.10925
H 2.62737 -1.05058 0.48902
H -2.60555 0.53006 -0.15427
C 2.00724 -0.19265 0.16090
H 0.75443 2.03964 -0.20600
C 0.64183 -0.57521 -0.13792
C -0.11698 1.49458 -0.58789
H 0.46775 -1.62565 -0.37301
H -2.00792 -0.51870 1.15629
H -2.04159 -1.12093 -0.50551
O 2.49444 0.92952 0.13615


12
Properties=species:S:1:pos:R:3 method="wB97M-V/def2-TZVPD" homo_ev=-10.333 charge=0 gap_ev=10.724 smiles="C#CC(=O)CC"
C 0.34663 -1.62834 -0.94110
C -0.22502 2.67939 1.45175
C -0.54501 0.63103 -0.23000
H -0.08020 3.49864 2.12313
H -0.39671 -1.05942 1.02302
H 1.01141 -1.23284 -1.71436
H 0.77953 -2.56223 -0.57012
C 0.18424 -0.62809 0.19419
H -0.61556 -1.83891 -1.41212
H 1.14930 -0.34172 0.62880
C -0.39615 1.76585 0.68466
O -1.21246 0.71664 -1.23786


12
Properties=species:S:1:pos:R:3 method="wB97M-V/def2-TZVPD" homo_ev=-8.927 charge=0 gap_ev=8.950
C 0.41048 1.21794 0.38443
H -0.68859 -0.98028 1.44479
O 0.40479 -0.24019 -1.36626
H -1.71584 -0.54009 -1.38183
H 1.94532 -0.48374 0.09964
C -1.05271 1.04202 0.08384
C 0.89990 -0.18906 -0.01343
H -0.22619 -2.10266 0.10235
H 0.66409 1.62223 1.36884
H 0.72723 1.94461 -0.38254
C -0.29654 -1.06191 0.42685
C -0.90884 -0.19848 -0.73677


12
Properties=species:S:1:pos:R:3 method="wB97M-V/def2-TZVPD" homo_ev=-10.300 charge=0 gap_ev=9.895
H -0.33529 -1.26874 -2.34787
C -1.55241 1.70773 0.57197
C 0.01513 -0.74426 -0.21423
H 0.66830 0.25343 -2.07420
H -0.98232 0.98829 2.50503
O 1.12815 -1.39243 -0.80665
C -0.81681 1.06795 1.42785
H 1.01365 1.10500 0.19418
H -0.76592 -1.41803 0.13823
C 0.25285 -0.66365 -1.65707
C 0.38185 0.38664 0.72931
H 0.99283 -0.02195 1.53345


Record order is preserved below.
ΔE to the lowest compared entry with this formula, charge and spin: 1.813 2.558 4.168 1.696 4.700 4.887 eV
Record order is preserved below.
Total energy: -269.2796 -269.2522 -269.1931 -269.2839 -269.1735 -269.1666 Ha